DFT (wB97M-V/def2-TZVPD) results for a 2-piece molecular cluster, C6H12O overall in a non-equilibrium geometry.

Last column: Löwdin charge in e.
Positions of all 19 atoms, in Å:
C -0.537 -1.037 -1.973  0.057
C -0.509 -0.670 -0.660  -0.299
C -1.563 -0.956 0.356  -0.094
C 0.805 -0.158 0.102  -0.279
C 1.945 0.196 -0.623  0.033
C 0.786 -0.318 1.669  -0.073
H 0.402 -1.041 -2.465  0.029
H -1.390 -1.525 -2.415  0.059
H -1.646 -0.139 0.977  0.027
H -1.507 -1.939 0.924  0.123
H -2.486 -0.923 -0.152  0.062
H 2.679 0.968 -0.216  0.082
H 2.149 -0.327 -1.606  0.068
H 0.054 0.325 2.141  0.055
H 1.740 0.139 1.896  0.061
H 0.815 -1.234 2.244  0.081
O -0.603 2.353 0.662  -0.051
H -0.176 1.842 -0.042  0.011
H -1.370 2.688 0.186  0.046

Computed properties:
**Kohn-Sham gap**: 8.89 eV
**2S+1**: 1
**DFT total energy**: -310.94073 a.u.
**M**: 100.2 g/mol
**ΔE to the lowest compared entry with this formula, charge and spin**: 3.226 eV
**LUMO**: 0.39 eV
**HOMO level**: -8.50 eV